ORCA calculation (ωB97M-V/def2-TZVPD) on a molecular structure, C18H21ClN2O3Pb in a non-equilibrium geometry.

Cartesian coordinates (Å):
Cl 1.08205 -2.29409 -1.64743
C 1.80941 1.74301 -0.53308
C 0.59801 2.43145 -0.23558
C -0.33762 2.18007 -1.26864
H 0.42303 3.04406 0.63169
C 0.27864 1.30240 -2.23556
C 1.62596 1.02830 -1.74662
H 2.30179 0.32239 -2.23035
H 2.70386 1.72528 0.07170
H -1.37554 2.49107 -1.32811
C -0.37121 0.64695 -3.40375
Pb -0.09620 -0.49404 -0.39897
C -1.16175 0.92880 1.79803
C 1.22780 -1.25897 1.53525
O -1.84675 0.97733 2.71456
O 1.57957 -2.07478 2.23838
H -1.45271 0.45123 -3.26858
H 0.08055 -0.32859 -3.66875
H -0.27512 1.30209 -4.28334
C -0.60241 -6.96550 4.59970
C -1.15253 -5.63070 5.11117
N -2.08699 -4.98212 4.21042
C -3.43709 -4.81182 4.75195
C -3.54355 -3.64362 5.73098
C -1.56406 -4.39948 3.09502
O -0.39427 -4.65532 2.78190
C -2.28942 -3.40389 2.18941
C -3.60905 -2.92304 2.17436
C -3.98314 -1.84474 1.34542
C -3.01158 -1.22810 0.56391
N -1.78425 -1.77357 0.47003
C -1.44165 -2.84063 1.22758
H -1.43474 -7.66044 4.41278
H 0.04888 -7.41458 5.36425
H -0.03210 -6.79754 3.67685
H -1.70648 -5.80673 6.03589
H -0.30244 -4.96516 5.31589
H -4.15493 -4.69146 3.93246
H -3.64447 -5.73384 5.30457
H -3.30215 -2.69083 5.23697
H -4.56161 -3.58136 6.13945
H -2.84103 -3.79479 6.56268
H -4.35903 -3.37471 2.81392
H -5.00684 -1.43428 1.28380
H -3.17569 -0.30036 -0.01766
H -0.40872 -3.16961 1.03991

HOMO level (spin up / spin down)	-14.203 / -14.205	eV
charge	+2

Here are the natural (NBO) charges for atoms 1 to 8, given in e: -0.46, -0.24, -0.11, -0.29, 0.26, 0.20, -0.23, 0.29